Entry 1:
The following is a quantum chemistry calculation of one molecule with the formula C5H9ClN2, from the OMol25 dataset.

Positions of all 17 atoms, in Å:
C1 -1.422 0.715 -1.410
C2 -0.002 0.797 0.814
C3 0.222 -0.385 2.021
C4 1.323 -0.615 2.721
C5 0.774 -0.818 -2.172
H1 -2.251 1.214 -0.969
H2 -1.072 1.309 -2.434
H3 -1.960 -0.240 -1.830
H4 0.942 1.336 0.988
H5 -0.726 1.544 1.008
H6 2.230 -0.119 2.481
H7 1.127 -1.270 3.650
H8 -0.010 -0.456 -2.849
H9 1.444 -1.685 -2.616
N1 -0.176 0.382 -0.545
N2 0.766 -0.349 -0.938
Cl1 -1.208 -1.360 2.080

Calculated values
- net charge = 0
- highest occupied orbital energy (eV) = -8.1
- DFT total energy (eV) = -20829.3195
- HOMO-LUMO gap (eV) = 8.907
- SMILES string = C=NN(C)CC(=C)Cl

Entry 2:
The following is a quantum chemistry calculation of an isolated ion of composition C5H8NO and charge +1, from the OMol25 dataset.

Positions of all 15 atoms, in Å:
C1 -0.234 -1.795 2.705
C2 0.381 -0.920 1.935
C3 -0.185 -0.334 0.712
C4 0.401 0.420 -0.222
C5 0.127 1.390 -2.439
N1 -0.484 0.914 -1.293
O1 -1.715 0.954 -1.167
H1 0.233 -2.185 3.593
H2 -1.262 -2.324 2.636
H3 1.466 -0.682 2.047
H4 -1.136 -0.662 0.311
H5 1.354 0.821 -0.358
H6 0.565 0.477 -3.041
H7 0.990 2.100 -2.356
H8 -0.501 1.825 -3.064

Calculated values
- net charge = +1
- highest occupied orbital energy (spin up / spin down) (eV) = -14.4 / -14.4
- DFT total energy (eV) = -8840.5996
- HOMO-LUMO gap (spin up / spin down) (eV) = 7.410 / 7.405
- SMILES string = C=C/C=C/[N+](C)=O

Entry 3:
The following is a quantum chemistry calculation of one molecule with the formula CH4ClOPS, from the OMol25 dataset.

Positions of all 9 atoms, in Å:
C1 0.914 0.026 -0.856
O1 -0.235 -0.375 1.872
P1 -0.720 0.105 0.085
S1 -1.617 1.821 -0.125
Cl1 -1.652 -1.527 -0.451
H1 1.650 -0.614 -0.384
H2 0.723 -0.548 -1.786
H3 1.412 0.942 -1.099
H4 -0.476 0.171 2.744

Calculated values
- net charge = 0
- highest occupied orbital energy (eV) = -9.4
- DFT total energy (eV) = -35796.5869
- HOMO-LUMO gap (eV) = 9.666
- SMILES string = C[P@@](O)(=S)Cl

Entry 4:
The following is a quantum chemistry calculation of one molecule with the formula C5H8F2O, from the OMol25 dataset.

Positions of all 16 atoms, in Å:
C1 -1.798 0.420 0.247
C2 -0.483 0.859 -0.398
C3 0.089 -0.368 -1.054
C4 0.693 -0.815 0.337
C5 0.528 0.812 0.760
H1 -2.604 0.217 -0.540
H2 -1.857 -0.417 0.879
H3 -2.466 1.278 0.708
H4 -1.141 2.706 -1.070
H5 -0.727 -1.123 -1.473
H6 1.020 -0.177 -1.648
H7 1.357 1.527 0.583
H8 0.106 1.065 1.710
O1 -0.750 1.844 -1.461
F1 0.079 -1.685 1.145
F2 1.937 -1.123 0.320

Calculated values
- net charge = 0
- highest occupied orbital energy (eV) = -10.4
- DFT total energy (eV) = -12795.0404
- HOMO-LUMO gap (eV) = 11.163
- SMILES string = CC1(O)CC(F)(F)C1

Entry 5:
The following is a quantum chemistry calculation of a 2-piece molecular cluster, C3H5NO2 overall, from the OMol25 dataset.

Positions of all 11 atoms, in Å:
N1 -1.714 -0.307 0.786
C1 -0.301 0.515 -0.605
O1 -0.865 1.391 -1.138
C2 0.746 -0.265 -0.276
C3 2.063 0.209 -0.659
O2 3.097 -0.386 -0.429
H1 -2.184 -1.183 0.579
H2 -2.406 0.413 0.966
H3 0.640 -1.165 0.312
H4 -1.144 -0.428 1.619
H5 2.068 1.204 -1.155

Calculated values
- net charge = 0
- highest occupied orbital energy (eV) = -9.1
- DFT total energy (eV) = -8775.8951
- HOMO-LUMO gap (eV) = 9.546
- SMILES string = O=C=CC=O.N

Entry 6:
The following is a quantum chemistry calculation of C12H18FO9Pt as an isolated structure, from the OMol25 dataset.

Positions of all 41 atoms, in Å:
Pt1 21.150 7.532 13.796
F1 20.482 5.514 13.638
C1 17.552 3.958 13.934
C2 17.600 4.787 15.232
C3 16.292 5.025 15.879
O1 16.642 4.956 17.246
C4 17.802 4.204 17.408
O2 18.321 3.856 18.441
O3 18.280 3.963 16.159
H1 17.217 4.511 13.057
H2 16.748 3.229 14.039
H3 18.518 3.487 13.755
H4 18.129 5.737 15.154
H5 15.538 4.309 15.551
H6 15.978 6.005 15.520
C5 21.038 4.785 10.398
C6 21.599 3.676 11.251
C7 20.511 2.746 11.710
O4 20.997 1.489 11.421
C8 22.111 1.578 10.611
O5 22.771 0.666 10.213
O6 22.406 2.843 10.454
H7 21.697 5.618 10.152
H8 20.192 5.219 10.930
H9 20.644 4.451 9.438
H10 22.106 4.016 12.155
H11 19.576 2.861 11.161
H12 20.292 2.740 12.778
C9 26.881 5.217 15.304
C10 26.531 5.819 13.936
C11 26.229 4.754 12.904
O7 24.874 5.016 12.482
C12 24.343 6.007 13.219
O8 23.170 6.400 13.142
O9 25.304 6.493 14.058
H13 27.181 5.900 16.099
H14 27.718 4.521 15.249
H15 26.071 4.639 15.748
H16 27.367 6.437 13.608
H17 26.261 3.789 13.409
H18 26.913 4.741 12.056

Calculated values
- net charge = +1
- highest occupied orbital energy (spin up / spin down) (eV) = -13.0 / -13.0
- spin multiplicity = 3
- DFT total energy (eV) = -37114.7146
- HOMO-LUMO gap (spin up / spin down) (eV) = 4.988 / 3.599

Entry 7:
The following is a quantum chemistry calculation of C46H40As2F15GeMoN2S as an isolated structure, from the OMol25 dataset.

Positions of all 108 atoms, in Å:
Mo1 -1.859 -0.050 0.034
C1 -3.364 3.027 -2.246
As1 -3.516 1.749 -0.775
C2 -5.459 1.475 -0.919
C3 -3.366 2.842 0.845
C4 -3.338 4.231 0.784
C5 -3.222 4.989 1.941
C6 -3.127 4.359 3.173
C7 -3.156 2.973 3.243
C8 -3.276 2.204 2.090
As2 -3.323 0.243 2.167
C9 -2.566 -0.151 3.932
C10 -5.203 -0.115 2.631
H1 -4.147 3.784 -2.106
H2 -3.563 2.525 -3.199
H3 -2.388 3.513 -2.292
H4 -5.686 1.202 -1.956
H5 -5.975 2.414 -0.683
H6 -5.829 0.684 -0.264
H7 -3.403 4.732 -0.175
H8 -3.204 6.067 1.881
H9 -3.030 4.943 4.076
H10 -3.086 2.493 4.213
H11 -3.163 0.364 4.692
H12 -1.520 0.161 4.010
H13 -2.636 -1.221 4.150
H14 -5.492 0.579 3.431
H15 -5.278 -1.143 3.003
H16 -5.893 0.007 1.795
C11 0.220 -6.674 1.702
C12 1.168 -5.581 1.177
C13 2.221 -5.249 2.251
C14 1.882 -6.106 -0.068
C15 0.363 -4.343 0.902
C16 -0.375 -3.707 1.918
C17 -1.081 -2.562 1.653
N1 -1.124 -1.950 0.446
C18 -0.440 -2.568 -0.555
C19 0.285 -3.738 -0.348
C20 -0.546 -1.906 -1.840
C21 0.059 -2.377 -2.997
C22 -0.078 -1.727 -4.220
C23 -0.900 -0.587 -4.198
C24 -1.471 -0.162 -3.023
N2 -1.307 -0.772 -1.827
C25 0.621 -2.238 -5.448
C26 0.140 -3.674 -5.722
C27 2.136 -2.261 -5.169
C28 0.352 -1.374 -6.679
H17 0.787 -7.585 1.866
H18 -0.559 -6.886 0.973
H19 -0.247 -6.394 2.643
H20 2.831 -6.130 2.432
H21 1.768 -4.955 3.193
H22 2.877 -4.451 1.910
H23 2.447 -6.995 0.193
H24 2.590 -5.378 -0.458
H25 1.173 -6.389 -0.843
H26 -0.395 -4.110 2.918
H27 -1.652 -2.100 2.451
H28 0.808 -4.182 -1.175
H29 0.657 -3.270 -2.946
H30 -1.090 -0.031 -5.101
H31 -2.101 0.725 -3.035
H32 0.379 -4.348 -4.904
H33 0.636 -4.047 -6.614
H34 -0.933 -3.697 -5.892
H35 2.388 -2.927 -4.348
H36 2.505 -1.264 -4.941
H37 2.653 -2.618 -6.054
H38 -0.706 -1.359 -6.931
H39 0.882 -1.788 -7.532
H40 0.710 -0.358 -6.535
F1 1.692 4.718 2.965
C29 1.651 3.611 3.710
C30 1.646 2.397 3.050
C31 1.510 1.237 3.790
F2 1.417 0.084 3.087
C32 1.427 1.255 5.172
F3 1.260 0.130 5.853
C33 1.489 2.487 5.832
F4 1.431 2.528 7.144
C34 1.580 3.675 5.098
F5 1.575 4.837 5.719
Ge1 1.835 2.225 1.094
S1 -0.195 1.254 0.704
C35 3.271 1.045 0.432
C36 4.305 0.597 1.233
F6 4.244 0.884 2.531
C37 5.357 -0.142 0.695
F7 6.332 -0.589 1.460
C38 5.363 -0.417 -0.678
F8 6.351 -1.107 -1.204
C39 4.312 0.016 -1.493
F9 4.293 -0.276 -2.787
C40 3.281 0.740 -0.917
F10 2.212 1.163 -1.629
C41 1.727 3.906 0.056
C42 2.884 4.651 0.208
F11 3.815 4.088 0.998
C43 3.066 5.884 -0.400
F12 4.171 6.576 -0.234
C44 2.034 6.378 -1.209
F13 2.168 7.537 -1.812
C45 0.862 5.637 -1.379
F14 -0.123 6.089 -2.146
C46 0.719 4.411 -0.741
F15 -0.426 3.703 -0.902

Calculated values
- net charge = +3
- highest occupied orbital energy (spin up / spin down) (eV) = -16.1 / -16.1
- spin multiplicity = 3
- DFT total energy (eV) = -282951.2440
- HOMO-LUMO gap (spin up / spin down) (eV) = 5.821 / 6.219

Entry 8:
The following is a quantum chemistry calculation of one molecule with the formula C4H9NO3, from the OMol25 dataset.

Positions of all 17 atoms, in Å:
C1 0.382 -0.631 -0.134
C2 -1.317 1.031 0.291
C3 -0.022 0.865 -1.951
N1 0.015 0.702 -0.218
C4 0.813 -0.650 1.689
O1 -0.570 -1.589 -0.423
O2 2.112 -1.048 1.787
O3 0.149 -0.482 2.689
H1 -0.144 -2.458 -0.357
H2 2.294 -1.118 2.748
H3 1.351 -0.858 -0.581
H4 -2.100 0.359 -0.073
H5 -1.567 2.054 -0.005
H6 -1.310 1.011 1.383
H7 -1.007 0.578 -2.318
H8 0.763 0.302 -2.457
H9 0.159 1.932 -2.069

Calculated values
- net charge = 0
- highest occupied orbital energy (eV) = -8.9
- DFT total energy (eV) = -11924.5050
- HOMO-LUMO gap (eV) = 9.493
- SMILES string = CN(C)[C@H](O)C(=O)O

| no. | F_max (eV/A) |
| --- | --- |
| 1 | 6.6 |
| 2 | 5.8 |
| 3 | 4.7 |
| 4 | 5.7 |
| 5 | 0.9 |
| 6 | 4.0 |
| 7 | 2.3 |
| 8 | 5.4 |